1.
Density functional theory data (the ωB97M-V functional and the def2-TZVPD basis) for 2 unconnected molecules or ions with the total composition C2H5F3OP.

Properties
Kohn-Sham gap: 0.4128 hartree
HOMO energy: -16.561 eV
Total energy: -795.12936 hartree

```
! wB97M-V def2-TZVPD RIJCOSX def2/J DEFGRID3
* xyz 1 1
C -1.815 -0.137 0.803
C 0.398 0.615 0.691
O -0.811 0.786 0.692
F 1.593 -1.561 -2.227
F 2.571 -0.395 -0.489
F 0.619 0.364 -1.478
P 2.205 -0.080 -1.942
H -2.377 0.229 1.614
H -1.672 -1.268 0.967
H -2.537 0.065 -0.044
H 1.016 -0.277 0.791
H 0.810 1.660 0.621
*
```

2.
Density functional theory data (the ωB97M-V functional and the def2-TZVPD basis) for a molecular structure, C29H21Cl5N5OV.

Properties
⟨S²⟩: 3.78
Kohn-Sham gap (alpha / beta): 0.2407 / 0.2747 hartree
HOMO energy (alpha / beta): -9.714 / -10.968 eV
Total energy: -4711.60404 hartree

```
! wB97M-V def2-TZVPD RIJCOSX def2/J DEFGRID3
* xyz 1 4
V 0.216 0.179 0.431
C -1.261 2.981 -0.993
C -2.017 2.333 0.129
C -3.212 2.915 0.540
C -3.990 2.288 1.492
C -3.559 1.079 2.004
C -2.344 0.563 1.586
N -1.556 1.195 0.676
C -1.826 -0.724 2.059
C -2.466 -1.604 2.915
C -1.818 -2.774 3.282
C -0.553 -3.047 2.780
C 0.026 -2.147 1.900
N -0.615 -1.017 1.549
C 1.293 -2.340 1.186
C 2.094 -3.453 1.383
C 3.202 -3.633 0.578
C 3.439 -2.721 -0.430
C 2.601 -1.621 -0.587
C 2.829 -0.719 -1.762
N 1.571 -1.393 0.251
H -0.640 3.798 -0.622
H -1.962 3.398 -1.715
H -0.629 2.265 -1.504
H -3.532 3.847 0.095
H -4.932 2.717 1.804
H -4.152 0.554 2.738
H -3.452 -1.383 3.298
H -2.298 -3.475 3.950
H -0.038 -3.954 3.059
H 1.855 -4.173 2.151
H 3.841 -4.496 0.703
H 4.266 -2.859 -1.112
H 3.544 0.065 -1.515
H 1.896 -0.260 -2.077
H 3.236 -1.288 -2.597
N -3.165 -2.603 -5.720
C -3.217 -3.006 -4.431
O -3.886 -3.945 -4.055
C -2.386 -2.225 -3.436
C -1.612 -1.107 -3.714
C -0.916 -0.498 -2.684
N -0.937 -0.920 -1.418
C -1.682 -2.002 -1.158
C -2.412 -2.671 -2.120
H -3.713 -3.113 -6.393
H -2.610 -1.833 -6.038
H -1.530 -0.689 -4.708
H -0.313 0.379 -2.894
H -1.701 -2.355 -0.137
H -3.007 -3.540 -1.877
Cl 1.851 2.041 -0.368
C 1.997 2.031 1.359
C 1.135 1.141 1.978
C 1.216 1.162 3.375
Cl 0.197 0.150 4.342
C 2.103 1.992 4.067
Cl 2.159 1.978 5.785
C 2.958 2.846 3.370
Cl 4.055 3.863 4.205
C 2.904 2.871 1.981
Cl 3.926 3.908 1.068
*
```

3.
Density functional theory data (the ωB97M-V functional and the def2-TZVPD basis) for C5H8O in the gas phase.

Properties
Kohn-Sham gap: 0.3960 hartree
HOMO energy: -9.725 eV
Total energy: -270.51554 hartree

```
! wB97M-V def2-TZVPD RIJCOSX def2/J DEFGRID3
* xyz 0 1
C -0.049 -0.545 -1.730
C -0.859 0.297 -1.097
C -0.590 0.959 0.230
C 0.649 0.436 0.955
C 0.593 -1.056 1.220
O -0.419 -1.651 1.500
H -0.335 -1.017 -2.666
H 0.929 -0.820 -1.338
H -1.826 0.528 -1.542
H -0.492 2.044 0.083
H -1.467 0.815 0.871
H 1.571 0.679 0.415
H 0.727 0.922 1.939
H 1.567 -1.591 1.160
*
```

4.
Density functional theory data (the ωB97M-V functional and the def2-TZVPD basis) for a molecular structure, C7H7N4PtSTe4.

Properties
Kohn-Sham gap: 0.2077 hartree
HOMO energy: -3.494 eV
Total energy: -2079.69506 hartree

```
! wB97M-V def2-TZVPD RIJCOSX def2/J DEFGRID3
* xyz -1 1
Pt 0.233 -0.084 0.751
N -3.001 -3.143 -0.535
C -2.300 -2.005 -0.222
S -1.360 -1.230 -1.407
N -2.515 -1.586 1.031
N -1.733 -0.559 1.379
C -2.200 0.293 2.228
C -1.464 1.547 2.377
C -1.825 2.520 3.300
C -1.203 3.755 3.259
C -0.251 3.997 2.282
C 0.092 2.972 1.420
N -0.475 1.762 1.477
H -2.670 -3.611 -1.361
H -3.230 -3.729 0.254
H -3.176 0.145 2.676
H -2.588 2.294 4.032
H -1.463 4.522 3.978
H 0.233 4.959 2.188
H 0.840 3.108 0.651
Te 0.945 -2.553 0.532
Te 3.044 -2.654 2.274
Te 4.504 -1.012 0.732
Te 2.610 0.950 0.611
*
```

5.
Density functional theory data (the ωB97M-V functional and the def2-TZVPD basis) for C3H6ClNO2 in the gas phase.

Properties
⟨S²⟩: 2.01
Kohn-Sham gap (alpha / beta): 0.2359 / 0.2173 hartree
HOMO energy (alpha / beta): -5.864 / -10.006 eV
Total energy: -783.16075 hartree

```
! wB97M-V def2-TZVPD RIJCOSX def2/J DEFGRID3
* xyz 0 3
C -0.617 0.424 1.128
C -0.520 -1.042 -0.865
C 0.249 0.039 -0.131
N 1.523 -0.309 0.138
O -1.152 1.534 1.167
O -0.681 -0.384 2.015
Cl 0.209 1.946 -1.237
H 0.101 -1.307 -1.653
H -1.594 -0.770 -1.183
H -0.683 -1.643 0.029
H 1.963 -0.941 -0.578
H -0.922 2.157 0.452
H 2.125 0.297 0.717
*
```

6.
Density functional theory data (the ωB97M-V functional and the def2-TZVPD basis) for C7H10BrNO2 in the gas phase.

Properties
Kohn-Sham gap (alpha / beta): 0.2780 / 0.2780 hartree
HOMO energy (alpha / beta): -6.884 / -6.885 eV
Total energy: -3051.73789 hartree

```
! wB97M-V def2-TZVPD RIJCOSX def2/J DEFGRID3
* xyz 0 1
C -0.186 -0.045 0.393
C -0.462 -0.511 -1.837
C -0.533 -2.201 -0.259
C 1.182 1.209 1.885
C -1.273 0.823 2.452
C 0.901 -0.292 -3.697
C -0.233 1.109 1.345
N -0.451 -1.754 -1.523
O -0.377 -1.252 0.772
O -0.048 0.224 -2.805
Br -1.187 -3.801 0.337
H 1.362 2.160 2.565
H 1.801 1.455 0.995
H 1.381 0.242 2.341
H -0.891 -0.229 2.843
H -2.340 0.750 2.011
H -1.434 1.600 3.288
H 1.112 0.477 -4.480
H 0.515 -1.245 -4.146
H 1.761 -0.619 -3.195
H -0.599 1.901 0.716
*
```